Density functional theory data (ωB97M-V/def2-TZVPD) for a molecular structure, C25H32BO4Sn.

As for the LUMO energy: -0.17829 Eh. The largest force on an atom comes out at 2.36 eV/A. The energy relative to the best compared isomer or geometry (same formula, charge and spin) comes out at 0.0 kJ/mol. As for the total charge: +1.

XYZ file:
```
63
C25H32BO4Sn ωB97M-V/def2-TZVPD
Sn -0.560 -0.290 0.051
O -6.367 -2.724 -0.713
O 2.263 -2.334 0.308
O -2.876 -2.270 0.193
O 2.611 -0.231 1.211
C 4.508 -3.219 0.869
C -2.589 -3.529 -0.492
C 0.504 1.577 2.183
C 3.719 -1.009 1.420
C -8.089 -3.909 -1.454
C 4.941 -0.630 1.929
C -8.501 -2.343 0.469
C -8.058 -1.403 -1.850
C -0.235 1.263 -2.282
C -1.661 1.413 1.399
C -3.634 -3.570 -1.594
C -1.392 0.258 2.248
C -0.473 2.232 1.404
C 0.833 -0.791 -2.012
C -3.674 -1.418 -0.702
C 5.981 -1.577 1.899
C -6.593 -4.072 -1.297
C -7.799 -2.516 -0.859
C 3.504 -2.277 0.890
C 1.778 0.253 -1.821
C -3.721 -2.119 -2.061
C -0.034 0.370 2.694
C 5.762 -2.858 1.390
C -0.451 -0.165 -2.330
C 1.137 1.494 -2.025
B 1.682 -1.045 0.491
H -2.839 -1.884 -2.669
H -9.591 -2.381 0.331
H 0.440 -0.257 3.449
H -4.679 -1.307 -0.262
H -8.432 -3.870 -2.489
H 1.045 -1.850 -2.155
H -6.300 -4.848 -0.574
H -7.770 -0.444 -1.407
H 4.329 -4.204 0.452
H -7.486 -1.551 -2.772
H -1.327 -0.678 -2.722
H -1.003 2.018 -2.456
H -2.640 1.724 1.038
H -3.239 -0.403 -0.780
H -8.217 -3.151 1.152
H 5.090 0.373 2.322
H -2.125 -0.497 2.536
H -6.077 -4.180 -2.257
H -3.615 -4.350 -2.362
H 2.853 0.124 -1.665
H -9.120 -1.352 -2.121
H 6.963 -1.306 2.282
H 1.644 2.456 -2.049
H -8.656 -4.583 -0.809
H -0.348 3.174 0.891
H -4.550 -3.684 -1.004
H -8.227 -1.383 0.910
H -4.617 -1.892 -2.646
H 6.573 -3.590 1.407
H -1.536 -3.592 -0.860
H -2.739 -4.331 0.236
H 1.494 1.967 2.400
```